Entry 1:
The following is a quantum chemistry calculation of a single C2HNOS molecule in a non-equilibrium geometry, from the OMol25 dataset.

Structure (XYZ):
```
6
Properties=species:S:1:pos:R:3:mulliken_charge:R:1
N -1.9119 -1.0234 -0.0575 -0.299
C -0.8159 -0.7594 0.1219 0.134
C 0.5502 -0.0691 -0.0170 0.454
O 0.6165 1.1891 0.0101 -0.416
S 1.8314 -1.0267 -0.0032 -0.260
H -0.2703 1.6894 -0.0543 0.387
```

Calculated values
SMILES: N#CC(O)=S
Energy above the lowest of the compared OMol25 structures with the same formula, charge and spin: 28.7 kcal per mole
Kohn-Sham gap: 8.895 eV
Spin multiplicity: 1
LUMO energy: -0.0270 hartree
Energy: -16461.290 eV



Entry 2:
The following is a quantum chemistry calculation of a single C8H12N2O2 molecule in a non-equilibrium geometry, from the OMol25 dataset.

Structure (XYZ):
```
24
Properties=species:S:1:pos:R:3:mulliken_charge:R:1
C 2.6123 -0.4363 -0.1063 -1.294
C 1.3409 -0.4486 0.7155 -0.524
C 0.2275 -0.6140 -0.2596 0.902
N 0.0540 -1.9249 -0.6012 -0.448
C 0.0812 0.3568 -1.3321 -0.912
C -0.4732 1.5536 -1.1901 -0.458
C -0.9328 2.2102 0.0480 -0.223
C -1.2663 1.4626 1.1301 -0.507
C -1.4277 0.0332 1.1415 -0.759
N -2.2450 -0.6215 0.2390 0.994
O -2.3864 -1.8727 0.3110 -0.692
O -2.9113 0.0325 -0.6231 -0.643
H 2.8686 -1.4691 -0.5792 0.277
H 3.4166 0.0057 0.4169 0.447
H 2.6078 0.3267 -0.9002 0.346
H 1.3392 0.5107 1.4290 0.232
H 1.3294 -1.2387 1.5571 0.416
H 0.2005 -2.6214 0.0456 0.169
H -0.7128 -2.1686 -1.1474 0.284
H 0.3902 0.1396 -2.3119 0.619
H -0.6348 2.0509 -2.1263 0.445
H -0.8239 3.3331 0.1264 0.358
H -1.6565 1.9073 2.1009 0.299
H -0.9975 -0.5072 1.9165 0.673
```

Calculated values
SMILES: CC\C(N)=C/C=C\C=C/[N+](=O)[O-]
Energy above the lowest of the compared OMol25 structures with the same formula, charge and spin: 169.7 kcal per mole
Kohn-Sham gap (alpha / beta): 7.634 / 7.633 eV
Spin multiplicity: 1
LUMO energy (alpha / beta): -0.0150 / -0.0150 hartree
Energy: -15559.552 eV



Entry 3:
The following is a quantum chemistry calculation of 2 unconnected molecules or ions with the total composition C11H7N6O4 in a non-equilibrium geometry, from the OMol25 dataset.

Structure (XYZ):
```
28
Properties=species:S:1:pos:R:3:mulliken_charge:R:1
N 5.1101 0.0435 -1.7784 -0.526
C 4.0802 -0.1885 -1.2757 -0.048
C 2.8041 -0.4693 -0.6907 0.067
C 2.3352 -0.1334 0.5834 -0.474
C 1.0439 -0.5799 1.0239 0.024
N 0.7100 -0.4634 2.4112 1.001
O 1.5020 0.1628 3.1603 -0.657
O -0.3312 -1.0044 2.8451 -0.561
C 0.1453 -1.2055 0.1416 -0.128
C 0.6475 -1.5757 -1.0990 -0.010
N 0.1241 -2.3873 -2.1218 0.815
O -0.9203 -2.9954 -2.2646 -0.657
O 1.1551 -2.4650 -3.1274 -0.187
N 2.2756 -1.7215 -2.7517 -0.632
C 1.9336 -1.2092 -1.5457 0.899
H 2.9716 0.4092 1.2762 0.566
H -0.8687 -1.4623 0.4138 0.482
C -1.0119 2.6393 -0.4803 -0.873
C -1.9781 1.7733 0.1914 0.363
N -3.2788 2.1424 0.4241 -0.853
C -3.8313 1.1254 1.1467 -0.439
C -2.8316 0.1339 1.3415 -0.523
N -1.7084 0.5313 0.6907 -0.048
H -0.0022 2.2637 -0.2883 0.185
H -1.1993 2.6623 -1.5604 0.188
H -1.1071 3.6601 -0.0918 0.291
H -4.8517 1.0894 1.5132 0.391
H -2.9177 -0.7756 1.9128 0.346
```

Calculated values
Energy above the lowest of the compared OMol25 structures with the same formula, charge and spin: 44.1 kcal per mole
Kohn-Sham gap: 4.162 eV
Spin multiplicity: 1
LUMO energy: 0.0193 hartree
Total charge: -1
Energy: -28644.126 eV



Entry 4:
The following is a quantum chemistry calculation of a single C3H8N2O molecule in a non-equilibrium geometry, from the OMol25 dataset.

Structure (XYZ):
```
14
Properties=species:S:1:pos:R:3:mulliken_charge:R:1
C 2.1933 -0.4225 0.0274 -0.875
N 0.8310 -0.3063 -0.1030 -0.180
C 0.1106 0.7858 -0.0220 0.495
O 0.6860 1.7842 0.2526 -0.620
C -1.5121 0.6678 -0.2446 -0.404
N -2.0134 -0.6337 0.2439 -0.546
H 2.5261 -1.4456 -0.4773 0.284
H 2.7282 0.3287 -0.5168 0.313
H 2.6168 -0.4718 1.0795 0.246
H 0.3435 -1.1933 -0.3037 0.313
H -1.8344 0.9492 -1.2680 0.327
H -2.0074 1.5640 0.2229 0.255
H -2.8673 -0.9009 -0.1385 0.185
H -1.8009 -0.7057 1.2475 0.206
```

Calculated values
SMILES: CNC(=O)CN
Energy above the lowest of the compared OMol25 structures with the same formula, charge and spin: 36.7 kcal per mole
Kohn-Sham gap: 10.140 eV
Spin multiplicity: 1
LUMO energy: 0.0334 hartree
Energy: -8267.733 eV



Entry 5:
The following is a quantum chemistry calculation of a molecular structure, C36H31BrF4IrO4PS2, from the OMol25 dataset.

Structure (XYZ):
```
80
Properties=species:S:1:pos:R:3:mulliken_charge:R:1
Ir -0.0718 0.0337 0.3669 2.696
F 1.9804 6.6909 0.1739 -0.280
C 1.9397 5.3898 -0.0088 0.571
C 2.8792 4.5715 0.5847 0.403
F 3.8296 5.0850 1.3423 -0.285
C 2.8163 3.1985 0.3838 0.075
F 3.7512 2.4785 0.9906 -0.291
C 1.8328 2.6084 -0.4073 -0.464
P 1.7579 0.8086 -0.6651 0.600
C 1.7664 0.5528 -2.4417 -0.016
C 1.4046 -0.6900 -2.9573 -0.002
C 1.5307 -0.9319 -4.3156 -0.801
C 2.0246 0.0567 -5.1571 -0.710
C 2.4017 1.2888 -4.6412 -0.831
C 2.2757 1.5402 -3.2846 -0.388
C 3.2112 -0.0549 -0.0467 0.827
C 4.2086 -0.4086 -0.9559 -0.694
C 5.3309 -1.0978 -0.5179 -0.862
C 5.4538 -1.4503 0.8153 -0.664
C 4.4549 -1.1093 1.7214 -0.964
C 3.3383 -0.4158 1.2979 -0.345
C 0.8821 3.4636 -0.9982 -0.082
Br -0.5231 2.8608 -2.0945 0.103
C 0.9420 4.8278 -0.7989 0.404
F 0.0540 5.6406 -1.3493 -0.337
H 1.0457 -1.4655 -2.2954 0.430
H 1.2576 -1.8978 -4.7195 0.493
H 2.1243 -0.1367 -6.2167 0.441
H 2.7974 2.0547 -5.2941 0.490
H 2.5780 2.5026 -2.8910 0.499
H 4.1248 -0.1516 -2.0022 0.453
H 6.1052 -1.3594 -1.2260 0.479
H 6.3276 -1.9911 1.1534 0.440
H 4.5536 -1.3800 2.7641 0.514
H 2.5837 -0.1363 2.0178 0.516
O -1.1625 -0.7451 -1.1522 -0.374
S -2.3581 -0.2139 -1.9915 0.204
C -3.2221 -1.7825 -2.1877 -0.868
C -3.5797 -2.5823 -0.9338 -1.123
C -2.4872 -2.9135 0.0952 0.313
C -1.2323 -3.5769 -0.4634 -0.942
S 0.3152 -3.2911 0.4439 0.024
O 0.7923 -1.8523 0.1879 -0.462
C -0.2615 -3.3403 2.1252 0.984
C 0.0394 -2.2882 2.9756 -0.184
C -0.3593 -2.3681 4.3048 -0.838
C -1.0254 -3.4922 4.7671 -0.670
C -1.2913 -4.5529 3.9078 -0.595
C -0.9076 -4.4854 2.5796 -0.778
C -3.4250 0.7603 -0.9782 0.859
C -3.6861 0.5042 0.3645 0.031
C -4.5450 1.3427 1.0513 -1.120
C -5.1413 2.4185 0.4004 -0.579
C -4.8729 2.6699 -0.9359 -0.757
C -4.0005 1.8448 -1.6308 -0.655
H -2.5611 -2.3328 -2.8616 0.480
H -4.1224 -1.5405 -2.7575 0.587
H -4.0083 -3.5167 -1.3061 0.461
H -4.3937 -2.0787 -0.4096 0.440
H -2.9368 -3.5716 0.8388 0.678
H -2.1977 -2.0191 0.6432 -0.422
H -0.9706 -3.2395 -1.4667 0.272
H -1.3160 -4.6656 -0.5053 0.710
H 0.5982 -1.4323 2.6218 0.322
H -0.1298 -1.5551 4.9804 0.503
H -1.3253 -3.5539 5.8043 0.427
H -1.7928 -5.4377 4.2754 0.430
H -1.1015 -5.3219 1.9189 0.467
H -3.2312 -0.3317 0.8775 0.363
H -4.7610 1.1538 2.0943 0.509
H -5.8178 3.0647 0.9434 0.443
H -5.3311 3.5114 -1.4368 0.473
H -3.7694 2.0442 -2.6706 0.514
C -0.2275 3.0559 2.8894 -1.389
C -0.1472 1.9267 1.9375 0.756
O -0.8467 1.8674 0.8724 -0.527
O 0.6298 0.9249 2.1037 -0.505
H -0.1690 3.9951 2.3392 0.350
H 0.5669 2.9898 3.6273 0.399
H -1.1969 3.0312 3.3900 0.366
```

Calculated values
Energy above the lowest of the compared OMol25 structures with the same formula, charge and spin: 20.8 kcal per mole
Kohn-Sham gap: 7.776 eV
Spin multiplicity: 1
LUMO energy: -0.2384 hartree
Total charge: +2
Energy: -160721.394 eV



Entry 6:
The following is a quantum chemistry calculation of a molecular structure, C20H53N2PtSi4, from the OMol25 dataset.

Structure (XYZ):
```
80
Properties=species:S:1:pos:R:3:mulliken_charge:R:1
Pt -0.2506 0.6181 -0.2158 0.571
C 2.6605 -0.3992 1.3276 -1.007
N 2.1819 -0.3384 -0.0400 1.066
C 2.8429 0.7508 -0.7483 -0.988
C 2.3697 -1.6030 -0.7438 -1.191
C 1.3402 -2.6742 -0.4027 -0.975
N -0.0093 -2.2772 -0.7156 0.913
C -1.0025 -3.0361 0.0099 -0.831
C -0.2978 -2.2690 -2.1329 -1.302
H 3.7462 -0.6020 1.3760 0.266
H 2.1365 -1.1745 1.8830 0.016
H 2.4556 0.5523 1.8157 0.029
H 3.9359 0.5980 -0.7986 0.319
H 2.6390 1.6891 -0.2337 0.038
H 2.4348 0.8333 -1.7535 0.373
H 3.3702 -2.0127 -0.5168 0.382
H 2.3517 -1.4026 -1.8156 0.484
H 1.3932 -2.8845 0.6685 0.291
H 1.6244 -3.6110 -0.9203 0.330
H -1.0071 -4.1080 -0.2664 0.344
H -1.9907 -2.6233 -0.1980 0.292
H -0.8259 -2.9524 1.0825 -0.063
H -0.2220 -3.2799 -2.5791 0.315
H 0.3763 -1.5955 -2.6610 0.317
H -1.3086 -1.8917 -2.2897 0.315
C -1.6456 2.8155 -3.7370 -2.047
C -1.1919 2.7659 -2.2750 3.116
C -2.2986 3.3576 -1.3928 -1.157
C 0.0828 3.5991 -2.1092 -1.488
C -0.9490 1.3296 -1.8197 -1.320
H -1.8400 3.8449 -4.0577 0.429
H -2.5617 2.2350 -3.8732 0.439
H -0.8789 2.3984 -4.3980 0.385
H -2.4300 4.4244 -1.6086 0.485
H -2.0466 3.2194 -0.3434 -0.356
H -3.2509 2.8508 -1.5720 0.369
H -0.0909 4.6517 -2.3642 0.435
H 0.8786 3.2136 -2.7531 0.336
H 0.4264 3.5293 -1.0750 0.083
H -1.5151 0.6693 -2.5056 0.119
C 0.0074 -2.2115 3.6802 -0.984
Si -0.0257 -0.3384 4.0094 0.451
C -1.0893 -0.2047 5.5773 -1.247
C 1.7143 0.0699 4.6694 -1.219
Si -0.7577 0.8927 2.1062 -0.094
Si -3.0632 0.7312 2.4980 0.455
C -4.0405 1.4153 1.0329 -1.044
C -3.7802 1.6348 4.0066 -1.149
C -3.5901 -1.0842 2.6537 -0.917
Si -0.1815 3.0392 2.8542 -0.095
C 1.6455 3.3688 2.4761 -0.917
C -0.3969 3.3418 4.7177 -1.011
C -1.1266 4.4612 2.0412 -1.089
H 0.3999 -2.7524 4.5483 0.398
H 0.6273 -2.4634 2.8151 0.018
H -1.0022 -2.5826 3.4780 0.308
H -0.6657 -0.8504 6.3548 0.410
H -2.1180 -0.5283 5.3990 0.282
H -1.1216 0.8169 5.9647 0.313
H 1.8936 -0.5012 5.5876 0.449
H 1.8095 1.1312 4.9161 0.234
H 2.5105 -0.1771 3.9660 0.373
H -4.0116 2.5095 1.0153 0.270
H -5.0898 1.1024 1.0816 0.492
H -3.6025 1.0575 0.0972 0.087
H -3.6208 2.7138 3.9084 0.251
H -3.3306 1.3146 4.9487 0.288
H -4.8611 1.4643 4.0700 0.393
H -3.1935 -1.6614 1.8129 0.069
H -4.6815 -1.1748 2.6474 0.409
H -3.2192 -1.5397 3.5766 0.242
H 2.2963 2.6978 3.0467 0.256
H 1.9303 4.4002 2.7108 0.425
H 1.8311 3.1927 1.4111 -0.060
H 0.2743 2.7144 5.3106 0.254
H -1.4209 3.1300 5.0380 0.237
H -0.1771 4.3880 4.9593 0.392
H -1.0039 4.4536 0.9567 0.238
H -0.7491 5.4184 2.4175 0.437
H -2.1977 4.4122 2.2614 0.262
```

Calculated values
Kohn-Sham gap: 5.772 eV
Spin multiplicity: 1
LUMO energy: 0.0963 hartree
Total charge: -1
Energy: -59339.511 eV



Entry 7:
The following is a quantum chemistry calculation of a molecular structure, C5H17FeO10P in a non-equilibrium geometry, from the OMol25 dataset.

Structure (XYZ):
```
34
Properties=species:S:1:pos:R:3:mulliken_spin:R:1
Fe 0.4809 2.4428 -1.2806 3.785
O 0.0537 0.4655 -1.1138 -0.022
H -0.2057 0.1064 -0.2712 -0.032
P 0.0428 4.4888 0.2652 -0.016
O 0.8074 4.3415 -1.1054 0.054
O 0.8640 4.6756 1.5510 0.007
O -0.3032 2.9427 0.4544 0.213
O -1.2590 5.2718 0.1438 0.003
C 0.8838 -2.6123 -2.8738 -0.001
C 1.3959 -2.7942 -1.4144 -0.001
O 0.5284 -2.1047 -0.5011 0.001
O 1.0214 -1.2943 -3.3327 -0.005
H -0.1926 -2.8239 -2.9044 0.000
H 1.3596 -3.3396 -3.5375 0.000
H 2.4364 -2.4694 -1.3341 0.000
H 1.2638 -3.8354 -1.1097 0.000
H 0.4226 -1.1656 -0.8332 0.011
H 0.6598 -0.6656 -2.6640 0.000
C 1.4279 0.2005 2.4245 0.001
C -0.1017 0.0576 2.5185 -0.007
O -0.6265 1.1453 3.2542 0.001
O 1.7951 1.4798 1.9573 0.000
H 1.7628 -0.5708 1.7208 0.000
H 1.8927 0.0251 3.4030 0.000
H -0.3530 -0.9066 2.9679 0.000
H -0.5017 0.1586 1.5176 0.001
H -1.4797 0.9142 3.6268 0.000
H 2.6684 1.4649 1.5613 0.000
C -2.9987 -1.1821 -0.4289 0.001
O -2.6319 0.0111 -1.0561 -0.002
H -2.6433 -1.2719 0.6046 0.000
H -4.0885 -1.2275 -0.3190 0.000
H -2.7198 -2.0854 -0.9850 0.000
H -1.6620 0.1573 -0.9061 0.007
```

Calculated values
Energy above the lowest of the compared OMol25 structures with the same formula, charge and spin: 4.4 kcal per mole
Kohn-Sham gap (alpha / beta): 4.680 / 4.608 eV
Expectation value of S²: 6.0317
Spin multiplicity: 5
LUMO energy (alpha / beta): 0.1775 / 0.1771 hartree
Total charge: -2
Energy: -69612.223 eV



Entry 8:
The following is a quantum chemistry calculation of a molecular structure, C18H21F18N6O12S6V in a non-equilibrium geometry, from the OMol25 dataset.

Structure (XYZ):
```
82
Properties=species:S:1:pos:R:3:mulliken_spin:R:1
V -0.3426 0.4947 0.0008 1.847
C 2.7815 1.2293 3.3183 -0.002
F 2.5663 2.4554 3.6805 0.000
F 4.0102 0.8907 3.5866 0.000
F 1.9916 0.4054 3.9474 0.000
S 2.4933 1.1667 1.4024 0.034
O 1.8290 2.4077 1.0901 0.003
O 3.7901 0.9264 0.8107 0.005
N 1.2998 -0.0927 0.9913 0.018
S 2.0971 -1.5045 1.2019 0.008
O 2.9873 -1.5136 2.3246 -0.002
O 1.1122 -2.5675 1.1402 0.002
C 3.2004 -1.8400 -0.3556 0.002
F 3.1348 -0.8520 -1.2297 0.001
F 4.4529 -1.9734 0.0325 0.000
F 2.8060 -2.9710 -0.8994 0.000
C -4.3212 -0.1146 -0.5778 0.002
F -4.7487 -1.2392 0.0033 0.000
F -5.3232 0.4900 -1.1451 0.000
F -3.7965 0.6264 0.3759 0.001
S -2.9865 -0.6503 -1.8146 0.013
O -2.5476 -1.9627 -1.4100 0.003
O -3.5649 -0.6660 -3.1354 0.000
N -1.6964 0.5251 -1.5217 0.003
S -2.0001 1.6700 -2.6212 0.013
O -3.3747 2.0219 -2.8039 -0.002
O -1.0870 2.7640 -2.3897 0.002
C -1.3691 0.8574 -4.2440 0.004
F -0.2987 1.5244 -4.6734 0.000
F -1.0192 -0.4074 -4.0484 0.000
F -2.2936 0.9532 -5.1830 0.000
C -0.7614 2.9314 3.9804 0.000
F -1.7956 3.4605 4.5951 0.000
F -0.1188 3.8665 3.3055 0.000
F 0.0308 2.4210 4.8945 0.000
S -1.3995 1.5800 2.7975 0.032
O -0.6541 0.3760 3.0768 0.001
O -2.8100 1.4787 3.0255 0.003
N -1.0404 2.0073 1.1388 -0.029
S -1.8782 3.4265 0.8343 0.022
O -2.7924 3.1737 -0.2433 0.000
O -2.4648 4.1446 1.9423 -0.002
C -0.5393 4.6347 0.1551 -0.002
F 0.3789 3.9883 -0.5259 0.004
F -1.1493 5.4622 -0.6479 0.000
F 0.0295 5.2637 1.1508 0.000
C 3.9523 3.9774 -1.4904 0.000
C 3.4599 3.6846 -2.9119 0.000
C 2.9888 2.2552 -3.2124 0.001
C 1.9680 1.7138 -2.3425 0.029
N 1.1823 1.3091 -1.6231 -0.023
H 4.3109 5.0015 -1.4191 0.000
H 4.7908 3.3180 -1.2612 0.000
H 3.1304 3.8221 -0.7921 0.000
H 4.2464 3.8470 -3.6499 0.000
H 2.6308 4.3588 -3.1357 0.000
H 3.8562 1.5854 -3.1775 0.001
H 2.6466 2.1109 -4.2408 0.000
C -0.7146 -3.4245 3.9341 0.000
C -1.8213 -3.9551 2.9760 0.001
C -2.7880 -2.8497 2.5320 0.002
C -2.1149 -1.8976 1.6361 0.056
N -1.5951 -1.1544 0.9441 -0.047
H -1.1249 -2.7021 4.6338 0.000
H 0.1909 -3.0929 3.4325 0.000
H -0.4072 -4.3334 4.4583 0.000
H -2.3765 -4.7107 3.5335 0.000
H -1.3645 -4.5247 2.1673 0.000
H -3.1587 -2.2708 3.3794 0.001
H -3.6877 -3.2338 2.0496 0.000
C -0.6237 -4.9491 -0.7534 0.000
C 0.1814 -4.9030 -2.0463 0.000
C 0.1116 -3.5964 -2.8322 0.000
C 0.1929 -2.4021 -2.0064 0.015
N 0.2854 -1.4742 -1.3474 -0.021
H -1.6837 -4.8178 -0.9747 0.000
H -0.2881 -4.1759 -0.0565 0.001
H -0.4855 -5.8916 -0.2237 0.000
H -0.1754 -5.7447 -2.6434 0.000
H 1.2418 -5.1039 -1.8799 0.000
H -0.7538 -3.5012 -3.4915 0.000
H 0.9782 -3.5432 -3.4979 0.000
```

Calculated values
Energy above the lowest of the compared OMol25 structures with the same formula, charge and spin: 0.0 kcal per mole
Kohn-Sham gap (alpha / beta): 8.496 / 9.676 eV
Expectation value of S²: 2.0107
Spin multiplicity: 3
LUMO energy (alpha / beta): -0.0842 / -0.0470 hartree
Energy: -192127.682 eV